Entry 1:
The molecule C3H9NO, computed with ωB97M-V/def2-TZVPD.

Spin multiplicity   1
Net charge   0

Each line ends with the Mulliken charge.
Positions of all 14 atoms, in Å:
C1 -1.9948 -1.1819 0.1117  -0.7010
O1 -0.8902 -0.7482 -0.6508  -0.3490
H1 -2.7919 -0.4540 0.2230  0.3108
H2 -1.7762 -1.4681 1.1585  0.2850
H3 -2.3871 -2.0545 -0.3904  0.2507
C2 2.0456 0.5716 0.3356  -0.8269
C3 -0.3287 0.5667 -0.2900  -0.3256
N1 1.0384 0.8424 -0.7182  -0.3170
H4 2.0907 -0.4876 0.4441  0.3446
H5 3.0530 0.8919 -0.0142  0.2804
H6 1.7982 1.0693 1.3214  0.2630
H7 -0.3292 0.5984 0.7516  0.2751
H8 -1.0255 1.3221 -0.7296  0.2703
H9 1.4978 0.5319 -1.5528  0.2394



Entry 2:
A structure of composition C18H18BCl3CrF4N2O5Si, computed with ωB97M-V/def2-TZVPD.

Spin multiplicity   5
Net charge   -2

Each line ends with the Mulliken charge.
Positions of all 53 atoms, in Å:
Cr1 0.6202 0.0087 0.6852  0.8081
O1 0.1505 -0.8557 4.7680  -0.6859
Cl1 -0.3030 -0.0080 3.7091  1.6961
O2 0.5155 1.1622 3.5832  -0.6817
O3 -1.6827 0.3383 3.9051  -0.6843
O4 -0.1877 -0.7767 2.4387  -0.6472
Cl2 2.4327 0.7765 -3.9270  -0.2828
C1 2.1410 -0.7697 -3.1806  0.1479
C2 2.4703 -1.9271 -3.8960  -0.5923
C3 2.2756 -3.1627 -3.3529  0.6410
Cl3 2.7083 -4.5898 -4.2839  -0.3350
C4 1.7365 -3.3062 -2.0533  0.2703
C5 1.5181 -4.5352 -1.3912  -0.9738
C6 1.0011 -4.5424 -0.1291  -0.9401
C7 0.6828 -3.3200 0.4906  -0.6463
N1 0.8712 -2.1731 -0.1042  0.8092
C8 1.4025 -2.1350 -1.3479  0.0068
C9 1.6117 -0.8014 -1.8883  0.3269
O5 1.3271 0.2409 -1.2028  -0.3712
H1 2.8870 -1.8301 -4.8893  0.4302
H2 1.7753 -5.4592 -1.8924  0.3533
H3 0.8448 -5.4701 0.4053  0.3911
H4 0.2819 -3.2795 1.4957  0.4510
C10 -2.2505 -1.0872 -0.4430  -0.8001
Si1 -2.4482 0.7363 -0.0340  -0.0653
C11 -3.8324 0.8152 1.2395  -1.1034
C12 -3.1005 1.5893 -1.5961  -1.1375
N2 -0.9179 1.3608 0.4067  0.4941
C13 -0.6515 2.7026 0.4932  0.5984
C14 0.6694 3.1933 0.3692  -0.4785
C15 0.9605 4.5392 0.4760  -0.8114
C16 -0.0407 5.4803 0.7036  -0.4556
C17 -1.3466 5.0252 0.8352  -0.7119
C18 -1.6465 3.6762 0.7426  -0.1172
H5 -3.2032 -1.4896 -0.8038  0.4957
H6 -1.9568 -1.6539 0.4441  0.1259
H7 -1.4964 -1.2514 -1.2151  0.0386
H8 -4.7101 0.2755 0.8700  0.3388
H9 -4.1368 1.8387 1.4714  0.3440
H10 -3.4962 0.3517 2.1704  0.2534
H11 -4.0434 1.1387 -1.9233  0.3390
H12 -2.3721 1.4873 -2.4044  0.2709
H13 -3.2725 2.6562 -1.4376  0.3439
H14 1.4650 2.4858 0.1647  0.5134
H15 1.9908 4.8633 0.3734  0.3554
H16 0.1938 6.5349 0.7869  0.3307
H17 -2.1470 5.7324 1.0312  0.3407
H18 -2.6684 3.3472 0.8917  0.0560
F1 2.7354 -2.4650 2.5069  -0.3984
B1 3.4921 -1.6138 1.7059  0.2403
F2 4.5811 -1.1019 2.3976  -0.3569
F3 3.9033 -2.2702 0.5358  -0.3917
F4 2.6657 -0.4817 1.2991  -0.1427



Entry 3:
A structure of composition C16H18F3N3O5PdS, computed with ωB97M-V/def2-TZVPD.

Spin multiplicity   1
Net charge   0

Each line ends with the Mulliken charge.
Positions of all 47 atoms, in Å:
Pd1 -1.1039 -0.7972 0.0545  0.7660
O1 -4.0370 2.4452 5.4334  -0.7048
C1 -4.6582 1.5518 4.8182  0.4302
O2 -5.8069 1.0862 4.9486  -0.7074
C2 -3.8533 0.9133 3.6822  0.2431
C3 -4.2740 -0.2139 3.0221  -0.9027
C4 -3.5272 -0.7574 1.9734  -0.1535
N1 -2.3969 -0.1974 1.5566  -0.2400
C5 -1.9916 0.9316 2.1867  0.5193
C6 -2.6442 1.4933 3.2361  -0.3893
C7 -0.7651 1.5414 1.5733  0.2312
O3 -0.1248 2.4573 2.2605  -0.4366
O4 -0.3654 1.1826 0.4751  -0.5222
H1 -5.2004 -0.6789 3.3378  0.4868
H2 -3.8397 -1.6531 1.4605  0.5538
H3 -2.2682 2.3828 3.7257  0.5618
F1 -1.2309 -3.3921 -1.0760  -0.2267
C8 -1.8897 -2.5892 -0.2213  0.3376
F2 -3.1530 -2.4702 -0.7147  -0.2616
F3 -2.0102 -3.2779 0.9382  -0.2578
C9 1.2575 0.8983 -2.3945  -1.5670
C10 0.5393 -0.4433 -2.4776  2.0539
C11 -0.8801 -0.1979 -2.9417  -2.0025
C12 1.2600 -1.3692 -3.4427  -1.4286
O5 0.4787 -1.1792 -1.1780  -0.3241
H4 1.2128 1.3909 -3.3658  0.5544
H5 2.2993 0.7665 -2.1355  0.2892
H6 0.7891 1.5422 -1.6500  0.2834
H7 -0.8486 0.2797 -3.9216  0.5286
H8 -1.4126 0.4635 -2.2617  0.3732
H9 -1.4320 -1.1345 -3.0329  0.3891
H10 1.3662 -0.8866 -4.4152  0.3897
H11 0.7006 -2.2975 -3.5674  0.3644
H12 2.2501 -1.6221 -3.0700  0.1762
C13 4.4528 -1.2264 -1.2245  -0.7410
N2 3.9130 -0.0592 -0.5279  0.3758
C14 4.5605 1.0899 -0.3418  -0.0981
C15 3.7364 1.8841 0.4549  -0.7364
N3 2.6055 1.2359 0.7420  -0.1380
C16 2.6914 0.0341 0.1351  -0.1142
S1 1.5957 -1.2373 0.1987  -0.0470
H13 5.0352 -1.8343 -0.5368  0.2838
H14 5.0850 -0.8849 -2.0392  0.3739
H15 3.6395 -1.8209 -1.6146  0.1837
H16 5.5404 1.2718 -0.7539  0.4450
H17 3.9343 2.8796 0.8199  0.4267
H18 0.7708 2.4987 1.8718  0.3786



Entry 4:
A cluster of 5 separate species, C10H20Br10 in total, computed with ωB97M-V/def2-TZVPD.

Spin multiplicity   1
Net charge   0

Each line ends with the Mulliken charge.
Positions of all 40 atoms, in Å:
Br1 4.8480 -2.1929 3.9122  -0.1108
C1 4.0510 -2.4532 2.1120  -0.4221
C2 2.6703 -3.1716 2.2209  -0.5248
Br2 3.0582 -5.0892 2.6110  -0.1477
H1 4.7326 -2.9082 1.3934  0.4687
H2 3.9022 -1.4693 1.6670  0.1145
H3 2.1235 -3.0360 1.2878  0.2080
H4 1.9475 -2.7858 2.9398  0.4153
Br3 -2.8940 2.0818 0.4841  -0.1520
C3 -3.6368 3.2153 -0.9723  -0.5844
C4 -4.9554 2.5834 -1.4624  -0.3717
Br4 -5.8618 3.7367 -2.7447  -0.1450
H5 -2.8356 3.3658 -1.6958  0.3878
H6 -3.7372 4.2126 -0.5442  0.3919
H7 -5.6601 2.4038 -0.6505  0.3579
H8 -4.7528 1.6091 -1.9070  0.1465
Br5 -0.6088 -0.8995 -2.2957  -0.1469
C5 0.7488 -0.8148 -0.8852  -0.4998
C6 0.4302 0.4957 -0.1839  -0.4551
Br6 1.9104 0.8620 1.0831  -0.0843
H9 1.6663 -0.8537 -1.4723  0.4024
H10 0.5586 -1.6818 -0.2525  0.2861
H11 -0.5521 0.5543 0.2848  0.1891
H12 0.5706 1.4037 -0.7704  0.4006
Br7 -6.1606 -0.4112 -3.7569  -0.1338
C7 -4.9954 -1.7490 -4.6283  -0.4061
C8 -3.9519 -2.1950 -3.7057  -0.5141
Br8 -4.6655 -2.7434 -1.9612  -0.1252
H13 -4.4262 -1.1548 -5.3432  0.2960
H14 -5.6207 -2.5032 -5.1061  0.3721
H15 -3.3043 -1.3746 -3.3963  0.0491
H16 -3.3790 -3.0392 -4.0894  0.4206
Br9 5.9517 1.1085 5.2966  -0.1354
C9 5.6327 1.8224 3.4109  -0.5921
C10 4.1289 2.1046 3.1829  -0.5532
Br10 3.5605 3.5764 4.4505  -0.1517
H17 5.8559 1.0026 2.7282  0.3353
H18 6.2295 2.7136 3.2165  0.4249
H19 3.5766 1.1775 3.3360  0.2469
H20 3.8443 2.4966 2.2065  0.3421



It is found that the E values, taken in the order of the records, are -6793.04050, -117595.08447, -54058.27823, -711118.77800 eV.
It is found that the ΔE to the lowest compared entry with this formula, charge and spin values, taken in the order of the records, are 46.5, 1.1, 0.0, 35.2 kcal/mol.